The following is a DFT calculation (ωB97M-V/def2-TZVPD) of C36H90BF4N6NaO12 as an isolated structure.

## Properties
total energy: -3243.54109 Eh
frontier orbital gap: 8.10 eV
net charge: 0
energy above the lowest of the compared OMol25 structures with the same formula, charge and spin: 98.36 kcal per mole
highest occupied orbital energy: -8.59 eV

Cartesian coordinates (Å):
Na1 1.955 -2.073 1.563
B1 0.576 0.058 0.691
F1 0.960 -0.615 -0.447
F2 -0.246 -0.773 1.434
F3 1.670 0.307 1.484
F4 0.002 1.268 0.377
C1 -1.929 -4.498 0.510
O1 -2.332 -4.340 -0.855
C2 -2.463 -2.953 -1.196
C3 -1.107 -2.421 -1.796
N1 -0.938 -2.890 -3.122
C4 0.419 -2.619 -3.560
C5 0.597 -3.239 -4.935
O2 0.820 -4.632 -4.820
C6 1.274 -5.331 -5.948
H1 -2.798 -4.192 1.092
H2 -1.086 -3.832 0.692
H3 -1.712 -5.518 0.825
H4 -2.690 -2.287 -0.364
H5 -3.224 -2.770 -1.954
H6 -0.349 -2.742 -1.081
H7 -1.023 -1.334 -1.782
H8 -1.136 -3.865 -2.946
H9 1.182 -2.995 -2.878
H10 0.630 -1.563 -3.727
H11 1.501 -2.723 -5.257
H12 -0.246 -2.896 -5.535
H13 1.407 -6.389 -5.725
H14 2.196 -4.935 -6.374
H15 0.611 -5.297 -6.813
C7 -3.002 0.317 1.125
O3 -4.406 0.354 1.368
C8 -5.163 -0.835 0.975
C9 -6.504 -0.897 1.693
N2 -7.653 -1.302 0.813
C10 -8.891 -1.572 1.464
C11 -10.022 -1.908 0.473
O4 -11.039 -2.508 1.237
C12 -12.279 -2.486 0.574
H16 -2.436 1.113 1.609
H17 -2.763 0.342 0.062
H18 -2.535 -0.629 1.401
H19 -4.510 -1.688 1.164
H20 -5.257 -0.728 -0.105
H21 -6.536 0.141 2.025
H22 -6.456 -1.399 2.659
H23 -7.434 -2.202 0.410
H24 -9.202 -0.681 2.009
H25 -8.816 -2.388 2.184
H26 -9.773 -2.564 -0.361
H27 -10.408 -0.969 0.077
H28 -12.395 -3.022 -0.368
H29 -12.513 -1.450 0.330
H30 -13.165 -2.859 1.087
C13 7.613 -0.185 -0.798
O5 6.332 0.183 -0.256
C14 6.185 1.465 0.391
C15 4.772 1.853 0.554
N3 4.546 2.872 1.603
C16 3.340 2.667 2.360
C17 3.116 3.928 3.235
O6 2.784 5.079 2.464
C18 2.969 6.275 3.261
H31 7.830 0.395 -1.696
H32 7.621 -1.239 -1.077
H33 8.368 -0.054 -0.023
H34 6.780 2.213 -0.132
H35 6.642 1.216 1.349
H36 4.270 0.926 0.830
H37 4.334 2.136 -0.404
H38 4.326 3.752 1.158
H39 3.298 1.770 2.977
H40 2.495 2.701 1.673
H41 4.057 4.012 3.778
H42 2.320 3.861 3.977
H43 2.420 6.349 4.200
H44 2.624 7.215 2.830
H45 4.026 6.462 3.454
C19 -3.987 -4.066 4.379
O7 -3.151 -2.927 4.650
C20 -3.388 -1.815 3.817
C21 -2.537 -0.648 4.266
N4 -1.148 -0.892 3.804
C22 -0.175 -0.007 4.489
C23 0.018 -0.291 5.995
O8 1.306 0.055 6.391
C24 1.334 1.483 6.547
H46 -4.954 -3.649 4.100
H47 -4.175 -4.637 5.289
H48 -3.632 -4.762 3.619
H49 -4.421 -1.469 3.822
H50 -3.189 -2.169 2.806
H51 -2.575 -0.568 5.352
H52 -2.945 0.295 3.902
H53 -1.201 -0.637 2.828
H54 -0.400 1.047 4.326
H55 0.779 -0.180 3.991
H56 -0.087 -1.367 6.135
H57 -0.777 0.151 6.596
H58 2.361 1.758 6.787
H59 0.845 1.646 7.508
H60 1.070 2.141 5.719
C25 4.808 -3.090 -4.371
O9 4.092 -2.988 -3.143
C26 4.532 -1.813 -2.420
C27 3.683 -1.714 -1.197
N5 3.652 -2.817 -0.221
C28 4.784 -2.841 0.740
C29 5.054 -4.189 1.307
O10 5.464 -5.147 0.328
C30 6.892 -5.178 0.083
H61 4.538 -2.247 -5.006
H62 4.686 -4.041 -4.890
H63 5.874 -3.035 -4.148
H64 4.310 -0.918 -3.002
H65 5.601 -1.832 -2.210
H66 2.663 -1.547 -1.542
H67 3.999 -0.817 -0.665
H68 3.667 -3.587 -0.874
H69 4.556 -2.189 1.584
H70 5.695 -2.464 0.275
H71 4.223 -4.556 1.910
H72 5.814 -4.207 2.088
H73 7.452 -5.729 0.838
H74 7.270 -4.161 -0.028
H75 7.066 -5.656 -0.881
C31 1.659 4.192 -0.762
O11 2.080 4.946 -1.927
C32 1.547 4.591 -3.235
C33 0.875 5.853 -3.797
N6 -0.271 6.268 -3.018
C34 -0.899 7.484 -3.546
C35 -1.725 7.201 -4.812
O12 -2.493 8.354 -5.198
C36 -3.269 8.155 -6.300
H76 0.628 4.498 -0.585
H77 2.160 4.593 0.119
H78 1.774 3.108 -0.785
H79 0.795 3.803 -3.277
H80 2.350 4.429 -3.953
H81 0.671 5.791 -4.866
H82 1.606 6.658 -3.873
H83 0.222 6.544 -2.181
H84 -0.188 8.300 -3.675
H85 -1.569 7.900 -2.793
H86 -2.312 6.286 -4.731
H87 -1.081 7.019 -5.672
H88 -4.152 7.547 -6.105
H89 -2.689 7.694 -7.100
H90 -3.495 9.111 -6.771

The following is a DFT calculation (ωB97M-V/def2-TZVPD) of a 11-piece molecular cluster, C20H53ClF7O15P overall.

## Properties
total energy: -3422.36266 Eh
structure (SMILES): CP(CCOC=O)(COO)(CC(=O)Cl)C(F)(F)C(F)(F)C(F)(F)F.CO.CO.CO.CO.CO.CO.CO.CO.CO.CO
frontier orbital gap: 8.79 eV
net charge: 0
highest occupied orbital energy: -9.88 eV

Cartesian coordinates (Å):
C1 0.685 -3.912 3.148
P1 0.377 -3.107 1.391
C2 -1.464 -2.899 0.974
C3 -2.492 -4.011 1.687
O1 -3.815 -3.418 1.945
C4 -4.460 -3.304 0.595
O2 -5.138 -2.190 0.202
C5 0.258 -4.912 0.780
O3 -0.449 -5.121 -0.500
O4 -0.650 -6.429 -0.556
C6 1.931 -2.713 0.383
C7 2.175 -3.474 -1.033
O5 3.042 -4.526 -1.021
Cl1 1.469 -3.067 -2.695
C8 0.567 -1.396 2.185
F1 -0.198 -1.453 3.492
F2 1.996 -1.174 2.641
C9 0.113 -0.069 1.460
F3 1.064 1.024 1.927
F4 -1.177 0.404 2.105
C10 -0.032 0.165 -0.097
F5 -1.180 1.127 -0.317
F6 1.175 0.939 -0.581
F7 -0.223 -0.920 -1.042
H1 -0.291 -3.989 3.785
H2 1.114 -5.023 3.044
H3 1.481 -3.350 3.786
H4 -1.956 -1.877 1.352
H5 -1.716 -2.889 -0.195
H6 -2.011 -4.571 2.591
H7 -2.666 -4.840 0.846
H8 -4.465 -4.187 -0.196
H9 -0.304 -5.651 1.537
H10 1.364 -5.367 0.786
H11 -1.283 -6.648 -1.311
H12 2.877 -2.983 1.063
H13 2.102 -1.556 0.135
C11 3.302 2.378 -2.596
O6 4.425 1.588 -2.250
H14 2.398 1.894 -2.220
H15 3.398 3.368 -2.144
H16 3.239 2.467 -3.684
H17 5.212 2.043 -2.597
C12 3.331 5.011 -5.364
O7 4.399 4.107 -5.149
H18 2.546 4.815 -4.629
H19 3.690 6.036 -5.244
H20 2.929 4.869 -6.370
H21 5.079 4.305 -5.814
C13 0.123 2.234 -4.124
O8 0.475 3.578 -4.394
H22 1.016 1.610 -4.201
H23 -0.285 2.159 -3.113
H24 -0.618 1.897 -4.853
H25 -0.337 4.107 -4.318
C14 -3.731 1.170 4.767
O9 -3.409 2.042 3.699
H26 -4.602 1.565 5.297
H27 -3.967 0.179 4.371
H28 -2.885 1.108 5.456
H29 -2.633 1.667 3.248
C15 -5.596 -2.350 5.428
O10 -4.321 -1.985 5.921
H30 -5.600 -2.245 4.340
H31 -5.806 -3.390 5.692
H32 -6.356 -1.693 5.858
H33 -4.348 -2.088 6.888
C16 4.191 1.079 -6.905
O11 2.980 1.806 -7.001
H34 4.207 0.311 -7.681
H35 5.036 1.756 -7.048
H36 4.254 0.603 -5.923
H37 2.995 2.480 -6.300
C17 -1.309 4.721 0.876
O12 -1.053 4.070 -0.355
H38 -1.992 5.555 0.702
H39 -1.768 4.016 1.574
H40 -0.372 5.101 1.290
H41 -0.444 3.335 -0.168
C18 -0.259 7.746 -0.287
O13 -0.944 8.868 -0.813
H42 0.816 7.934 -0.329
H43 -0.559 7.588 0.752
H44 -0.496 6.861 -0.884
H45 -1.895 8.673 -0.762
C19 -2.056 -8.209 2.290
O14 -2.617 -7.171 1.508
H46 -2.826 -8.608 2.955
H47 -1.696 -9.007 1.635
H48 -1.232 -7.813 2.887
H49 -1.911 -6.838 0.928
C20 3.641 3.144 0.911
O15 2.956 4.267 0.385
H50 4.716 3.332 0.869
H51 3.341 2.987 1.950
H52 3.404 2.260 0.314
H53 2.005 4.071 0.436

The following is a DFT calculation (ωB97M-V/def2-TZVPD) of C27H52P2RuSi as an isolated structure.

## Properties
<S²>: 6.06
total energy: -2126.25856 Eh
frontier orbital gap (spin up / spin down): 5.65 / 5.78 eV
net charge: +2
energy above the lowest of the compared OMol25 structures with the same formula, charge and spin: 44.19 kcal per mole
multiplicity: 5
highest occupied orbital energy (spin up / spin down): -12.69 / -13.16 eV

Cartesian coordinates (Å):
Ru1 -0.831 -0.406 1.770
C1 1.608 1.888 2.590
C2 0.259 2.268 2.665
C3 0.439 0.010 3.326
C4 1.763 0.553 2.976
C5 -0.530 1.142 3.105
C6 2.738 2.800 2.204
H1 2.350 3.700 1.710
H2 3.426 2.297 1.509
H3 3.319 3.116 3.084
C7 3.058 -0.147 3.058
H4 3.751 0.246 2.297
H5 2.865 -1.200 2.839
H6 3.593 -0.093 4.025
C8 0.225 -1.100 4.279
H7 0.402 -0.674 5.279
H8 0.911 -1.945 4.126
H9 -0.807 -1.470 4.223
C9 -1.886 1.222 3.689
H10 -1.855 1.528 4.746
H11 -2.330 0.216 3.597
H12 -2.515 1.923 3.123
C10 -0.255 3.650 2.542
H13 -0.011 4.214 3.460
H14 -1.344 3.683 2.407
H15 0.199 4.192 1.699
C11 2.009 -0.414 -2.332
C12 2.396 0.616 -1.555
C13 1.480 1.760 -1.116
C14 -0.050 1.600 -0.776
C15 -0.776 0.382 -0.309
C16 -1.351 -0.631 -1.287
C17 -0.451 -1.307 -2.324
C18 0.642 -0.453 -2.972
H16 1.511 2.504 -1.944
H17 -0.608 1.982 -1.672
H18 1.936 2.286 -0.256
H19 0.298 0.601 -2.985
H20 2.576 -1.350 -2.395
H21 3.390 0.680 -1.094
H22 0.801 -0.803 -4.009
H23 -0.010 -2.177 -1.831
H24 -1.746 -1.433 -0.634
H25 -1.108 -1.714 -3.102
H26 -0.302 2.406 -0.049
H27 -1.667 0.754 0.315
P1 -1.437 1.380 -3.730
C19 -0.897 0.660 -5.329
C20 -1.894 3.070 -4.207
P2 -3.051 0.017 -1.646
C21 -2.965 0.448 -3.412
C22 -3.665 1.543 -0.924
C23 -4.387 -1.192 -1.675
H28 -0.812 -0.435 -5.272
H29 0.090 1.066 -5.597
H30 -1.619 0.928 -6.108
H31 -2.534 3.036 -5.098
H32 -0.972 3.629 -4.431
H33 -2.414 3.556 -3.371
H34 -4.856 -1.179 -2.668
H35 -5.133 -0.872 -0.933
H36 -4.063 -2.220 -1.464
H37 -2.990 -0.479 -4.008
H38 -3.846 1.071 -3.638
H39 -4.377 1.265 -0.136
H40 -4.211 2.103 -1.693
H41 -2.877 2.166 -0.505
C24 3.415 -2.598 0.323
Si1 1.809 -3.203 1.157
C25 1.505 -4.824 0.189
C26 2.310 -3.824 2.871
C27 0.157 -2.140 1.248
H42 4.266 -3.184 0.713
H43 3.623 -1.532 0.481
H44 3.389 -2.780 -0.762
H45 2.358 -5.505 0.342
H46 0.597 -5.334 0.541
H47 1.406 -4.653 -0.894
H48 3.090 -3.211 3.343
H49 1.437 -3.881 3.532
H50 2.715 -4.843 2.754
H51 -0.154 -2.124 0.171
H52 -0.521 -2.828 1.836

The following is a DFT calculation (ωB97M-V/def2-TZVPD) of a 3-piece molecular cluster, C5H13N7 overall.

## Properties
total energy: -581.36545 Eh
structure (SMILES): NN=c1[nH]nn[nH]1.C#C.CNC
frontier orbital gap: 8.99 eV
net charge: 0
energy above the lowest of the compared OMol25 structures with the same formula, charge and spin: 28.79 kcal per mole
highest occupied orbital energy: -8.19 eV

Cartesian coordinates (Å):
N1 -1.132 2.195 -1.706
N2 -2.207 1.426 -1.184
C1 -2.003 0.349 -0.611
N3 -2.969 -0.327 0.138
N4 -2.302 -1.106 1.026
N5 -1.099 -1.228 0.762
N6 -0.813 -0.390 -0.330
H1 -0.273 1.724 -1.658
H2 -1.444 2.366 -2.668
H3 -3.854 -0.042 0.347
H4 0.134 -0.176 -0.492
C2 -1.512 2.832 3.172
C3 -1.744 2.654 2.004
H5 -1.523 2.940 4.142
H6 -1.769 2.641 0.924
C4 2.298 -0.965 0.723
N7 1.795 -1.661 -0.555
C5 2.812 -1.947 -1.458
H7 1.648 -1.301 1.440
H8 3.353 -1.148 0.854
H9 2.000 0.057 0.722
H10 1.278 -2.431 -0.250
H11 3.733 -1.261 -1.664
H12 3.250 -2.938 -1.207
H13 2.345 -2.263 -2.471